Run w
# C6H8N2S

The molecule C6H8N2S (wB97M-V/def2-TZVPD, the OMol25 dataset).

Positions of all 17 atoms, in Å:
1 H 3.40629 1.91968 0.22286
2 N 2.39898 1.75439 0.28811
3 N 2.08196 0.55792 0.16163
4 S 3.20065 -0.84218 0.55228
5 C 0.73325 0.19637 -0.05071
6 C -0.23123 1.12013 -0.26676
7 C -1.72066 0.68799 -0.47031
8 C -1.94754 -0.55566 0.27319
9 C -1.06231 -1.48327 0.29231
10 C 0.35593 -1.17851 -0.11410
11 H -0.11953 2.20840 -0.32042
12 H -2.19848 0.66681 -1.49511
13 H -2.17966 1.52019 0.08441
14 H -3.00108 -0.87186 0.67323
15 H -1.16388 -2.39535 0.88804
16 H 0.91092 -1.81918 0.47954
17 H 0.53638 -1.48588 -1.19820

frontier orbital gap	0.2729	Ha
SMILES string	[H]/N=[N+](\[S-])C1=CCC=CC1

Run x
# C6H8N2S

The molecule C6H8N2S (wB97M-V/def2-TZVPD, the OMol25 dataset).

Positions of all 17 atoms, in Å:
1 C -1.81501 0.14802 0.98772
2 C -1.67862 1.36830 0.22545
3 C -1.57343 -1.13484 0.44724
4 C -1.02320 1.18998 -0.98744
5 C -0.86417 -1.24210 -0.78963
6 C -0.36660 -0.01380 -1.33478
7 N 1.34488 -0.00745 -1.05946
8 N 3.44215 -0.51003 0.85456
9 S 2.32473 0.51100 0.49478
10 H -2.06361 0.24886 2.01930
11 H -2.10065 2.25635 0.58166
12 H -1.84918 -1.96707 1.01321
13 H -0.77998 2.11995 -1.59464
14 H -0.44242 -2.18617 -1.11980
15 H 1.32940 -1.02278 -1.10532
16 H 3.31509 -1.07002 1.66982
17 H 2.80061 1.31179 -0.30267

frontier orbital gap (alpha / beta)	0.2658 / 0.2657	Ha

run w is the most stable structure; the next one sits 0.0873 hartree above it.

Run w
# C6H9N3O2S

The molecule C6H9N3O2S (wB97M-V/def2-TZVPD, the OMol25 dataset).

Positions of all 21 atoms, in Å:
1 C -0.99143 -1.85758 0.38942
2 C -0.21426 -1.61157 -0.92929
3 C 0.94327 -0.62214 -0.70854
4 C 0.05739 0.95772 -0.53144
5 O -0.77962 1.19256 -1.32084
6 O 0.64930 1.72349 0.35085
7 C 0.59382 3.16246 0.10225
8 N 1.67520 -0.29503 -1.93495
9 N 2.88914 -0.01328 -1.61032
10 C 3.14730 -0.21772 -0.29037
11 S 4.48062 -0.02045 0.56459
12 N 2.01619 -0.74387 0.22586
13 H -1.88247 -2.34803 0.26275
14 H -1.15158 -0.87633 0.75161
15 H -0.39648 -2.36742 1.16130
16 H -0.96697 -1.05621 -1.53461
17 H -0.00551 -2.65069 -1.44561
18 H 1.46772 3.55436 0.37277
19 H -0.23906 3.75888 0.65273
20 H 0.46033 3.34383 -0.96632
21 H 1.76432 -0.79779 1.25901

frontier orbital gap	0.2789	Ha
SMILES string	CC[C@]1(C(=O)OC)N=NC(=S)N1

Run x
# C6H9N3O2S

A structure of composition C6H9N3O2S (wB97M-V/def2-TZVPD, the OMol25 dataset).

Positions of all 21 atoms, in Å:
1 C -2.48224 -0.33090 0.04670
2 C -2.29853 1.03861 -0.08893
3 C -0.99520 1.61757 -0.13646
4 C -0.09401 -0.65017 -0.06822
5 C 2.82879 -0.76227 -0.27181
6 C 3.00106 0.48670 0.56054
7 H -4.63601 -0.42108 -0.03685
8 H -3.57418 -1.84134 -0.25359
9 H -3.03096 1.70014 0.08905
10 H -1.22056 -2.13289 0.03571
11 H 2.88587 -0.58259 -1.24538
12 H 3.60350 -1.68140 0.11188
13 H 3.99005 0.49990 0.62670
14 H 2.45188 0.18071 1.39206
15 H 1.43576 1.74018 -0.42611
16 N -3.65721 -0.99038 0.18639
17 N 0.07842 0.67034 -0.07415
18 N -1.36246 -1.14206 -0.00814
19 O -0.76634 2.77152 -0.14399
20 O 2.65092 1.55894 -0.13932
21 S 1.19142 -1.72954 -0.15609

frontier orbital gap	0.3304	Ha

run w is the most stable structure; the next one sits 0.0201 hartree above it.

Run w
# C2H7NO

A cluster of 2 separate species, C2H7NO in total (wB97M-V/def2-TZVPD, the OMol25 dataset).

Positions of all 11 atoms, in Å:
1 C 2.19582 0.19067 0.24456
2 O 1.41745 -0.55141 -0.35446
3 H 3.05257 -0.23620 0.85591
4 H 2.21812 1.27276 0.13910
5 C -2.08931 -0.40671 0.20453
6 N -1.26749 0.78892 -0.16099
7 H -1.58654 -1.43316 -0.01813
8 H -2.51445 -0.45335 1.21760
9 H -2.98704 -0.32746 -0.53953
10 H -0.53004 0.79513 0.60907
11 H -0.75884 0.56739 -0.99592

frontier orbital gap	0.3496	Ha
SMILES string	C=O.CN

Run x
# C2H7NO

A cluster of 2 separate species, C2H7NO in total (wB97M-V/def2-TZVPD, the OMol25 dataset).

Positions of all 11 atoms, in Å:
1 C 1.69394 0.61077 -0.25373
2 C 2.84127 -0.35172 -0.47343
3 O 3.56904 -0.79930 0.36700
4 H 1.29537 0.89168 -1.21299
5 H 1.99409 1.26450 0.57332
6 H 0.94926 -0.00824 0.28688
7 H 2.92971 -0.70838 -1.56568
8 N -3.73974 -0.19579 0.32058
9 H -3.45312 0.49991 1.02843
10 H -3.32196 -0.98117 0.71437
11 H -4.75786 -0.22228 0.21524

frontier orbital gap	0.3922	Ha
SMILES string	CC=O.N

run x is the most stable structure; the next one sits 0.0306 hartree above it.

Run w
# C9H13N3O2

The molecule C9H13N3O2 (wB97M-V/def2-TZVPD, the OMol25 dataset).

Positions of all 27 atoms, in Å:
1 C 2.24004 -0.41076 -1.33488
2 N 1.90030 0.51088 -0.28473
3 C 2.50747 1.80447 -0.68689
4 C 2.06026 -0.07750 0.95682
5 C 1.11135 -1.13792 1.64944
6 O -0.31006 -0.86120 1.29683
7 C -0.69414 -1.11804 -0.00228
8 O -0.11576 -1.86678 -0.73504
9 C -2.09192 -0.48598 -0.06406
10 C -2.36881 0.51801 0.92147
11 N -3.59119 1.14632 0.95538
12 C -4.40370 0.71234 -0.03276
13 C -4.17047 -0.32151 -0.95695
14 N -2.94694 -0.98058 -0.93985
15 H 3.27920 -0.56387 -1.39690
16 H 1.88916 -0.13057 -2.35725
17 H 1.78756 -1.48187 -1.32613
18 H 3.67724 1.59544 -0.95164
19 H 2.50276 2.53035 0.30292
20 H 1.85866 2.22677 -1.63506
21 H 2.25634 0.82980 1.68318
22 H 3.03147 -0.46317 1.04665
23 H 1.38729 -2.24360 1.37262
24 H 1.12483 -1.16056 2.76446
25 H -1.62153 0.68453 1.58867
26 H -5.36661 1.12581 0.05862
27 H -4.93276 -0.38078 -1.89263

frontier orbital gap	0.3172	Ha
SMILES string	CN(C)CCOC(=O)c1cnccn1

Run x
# C9H13N3O2

The molecule C9H13N3O2 (wB97M-V/def2-TZVPD, the OMol25 dataset).

Positions of all 27 atoms, in Å:
1 C -2.65348 0.48211 1.84677
2 C -1.52385 0.37987 0.73816
3 O -0.39490 -0.20025 1.42078
4 C 0.77824 -0.23258 0.78529
5 C 2.03361 -0.09965 1.24665
6 C 3.20683 -0.29340 0.37850
7 C 3.02628 -0.31711 -0.98051
8 N 1.75266 -0.27374 -1.48103
9 N 0.70149 -0.76720 -0.73954
10 N 0.67371 -2.21651 -0.79421
11 C -1.13190 1.59020 -0.03127
12 C -1.46823 1.26754 -1.41307
13 C -1.94443 0.02456 -1.42537
14 O -2.01610 -0.60423 -0.22703
15 H -2.97447 1.52896 2.09014
16 H -2.45714 -0.08025 2.77627
17 H -3.49366 0.06359 1.43615
18 H 2.25588 0.15898 2.35645
19 H 4.22288 -0.48697 0.73089
20 H 3.80395 0.04007 -1.53833
21 H 1.65689 -0.55286 -2.50129
22 H -0.07652 -2.53545 -0.08010
23 H 1.49218 -2.60281 -0.44465
24 H -0.15674 2.00515 0.12559
25 H -1.77205 2.29363 0.33635
26 H -1.44362 2.01874 -2.29196
27 H -2.09751 -0.59039 -2.31962

frontier orbital gap	0.3026	Ha
SMILES string	C[C@]1(OC2=CC=CNN2N)CC=CO1

run w is the most stable structure; the next one sits 0.0586 hartree above it.

Run w
# C3H4ClNO2

The molecule C3H4ClNO2 (wB97M-V/def2-TZVPD, the OMol25 dataset).

Positions of all 11 atoms, in Å:
1 N -1.72814 -0.50470 0.13111
2 C -0.95386 0.03563 -0.80845
3 C 0.40086 0.29383 -0.70502
4 Cl 1.16440 0.95019 -2.08865
5 C 1.09174 0.09260 0.57704
6 O 0.54011 -0.41541 1.51592
7 O 2.38538 0.53370 0.63510
8 H -1.31490 -0.78456 0.99356
9 H -2.68576 -0.78722 -0.02513
10 H -1.49173 0.29858 -1.79553
11 H 2.59192 0.28738 1.57005

frontier orbital gap	0.3366	Ha
SMILES string	N/C=C(/Cl)C(=O)O

Run x
# C3H4ClNO2

The molecule C3H4ClNO2 (wB97M-V/def2-TZVPD, the OMol25 dataset).

Positions of all 11 atoms, in Å:
1 H 2.56518 2.20606 0.63916
2 N 1.68684 1.72136 0.55133
3 C 1.73107 0.52938 0.18657
4 Cl 3.19102 -0.38360 -0.27139
5 C 0.37439 -0.45996 -0.23838
6 O 0.58995 -1.50915 -0.72638
7 O -0.78585 0.07067 0.13125
8 C -2.06124 -0.49034 -0.04352
9 H -2.29443 -0.79249 -0.99605
10 H -2.79935 0.38477 0.13812
11 H -2.19756 -1.27669 0.62929

frontier orbital gap	0.4016	Ha
SMILES string	[H]/N=C(\Cl)C(=O)OC

run w is the most stable structure; the next one sits 0.0545 hartree above it.

Run w
# C4H10O4

A cluster of 2 separate species, C4H10O4 in total (wB97M-V/def2-TZVPD, the OMol25 dataset).

Positions of all 18 atoms, in Å:
1 O -1.56751 2.57140 -0.11293
2 C -0.57986 1.93060 -0.50416
3 O 0.62614 2.57548 -0.52223
4 C -0.33519 0.56130 -0.99396
5 C 0.96769 -0.20803 -0.60307
6 C 0.73973 -1.56510 0.12225
7 O 1.89072 -1.69930 0.97697
8 H 0.64317 3.39804 0.06336
9 H -1.17354 -0.12208 -0.55561
10 H -0.54444 0.64569 -2.04974
11 H 1.83366 0.32913 -0.23136
12 H 1.40714 -0.51093 -1.52818
13 H 0.75512 -2.44899 -0.55187
14 H -0.29079 -1.45531 0.58258
15 H 1.78812 -1.06373 1.70323
16 O -1.77316 -3.06121 1.12523
17 H -1.55014 -2.76167 1.94862
18 H -1.03204 -3.41374 0.75631

frontier orbital gap	0.4003	Ha
SMILES string	O=C(O)CCCO.O

Run x
# C4H10O4

A cluster of 2 separate species, C4H10O4 in total (wB97M-V/def2-TZVPD, the OMol25 dataset).

Positions of all 18 atoms, in Å:
1 C -0.58913 -2.24884 -0.54968
2 C -0.29253 -0.73543 -0.47088
3 O -1.45821 -0.07471 0.07354
4 C 0.89891 -0.52771 0.48205
5 C 1.12292 0.92242 0.76726
6 O 0.64052 1.53381 1.68539
7 O 1.93547 1.49183 -0.13456
8 H 0.02681 -2.88897 0.07884
9 H -0.56624 -2.65019 -1.56587
10 H -1.63315 -2.39332 -0.26491
11 H -0.15066 -0.28293 -1.44463
12 H -1.51417 -0.33780 1.00571
13 H 0.74122 -1.07409 1.41200
14 H 1.75536 -1.00667 0.00234
15 H 1.99369 2.43682 0.07421
16 O -0.66662 2.74094 -0.63868
17 H -1.34723 2.06345 -0.76785
18 H -0.89696 3.03137 0.25572

frontier orbital gap	0.4066	Ha
SMILES string	C[C@@H](O)CC(=O)O.O

run x is the most stable structure; the next one sits 0.0597 hartree above it.